(1)
{
  "formula": "C15H15N3O2S",
  "method": "wB97M-V/def2-TZVPD",
  "total_charge": 0,
  "relative_energy_kcal_mol": 442.0,
  "smiles": "O=CCc1ccc2c(c1)Sc1ccccc1N2.NC(N)=O",
  "species": ["O", "C", "C", "C", "C", "C", "C", "C", "C", "S", "C", "C", "C", "C", "C", "C", "N", "H", "H", "H", "H", "H", "H", "H", "H", "H", "H", "H", "C", "O", "N", "N", "H", "H", "H", "H"],
  "coordinates": [[3.6510, -2.4495, -2.2256], [4.5368, -1.4454, -2.0068], [3.9559, 0.0912, -2.1755], [2.4643, 0.0834, -1.4240], [2.3082, -0.4379, 0.1309], [0.8674, -0.5229, 0.9341], [-0.4921, -0.0471, 0.1214], [-0.3124, 0.4765, -1.4568], [1.1235, 0.5582, -2.2442], [-1.9562, 0.9448, -2.3111], [-3.1454, -0.3930, -1.6419], [-4.2886, -1.1459, -2.5562], [-5.1822, -2.3209, -1.7740], [-4.9915, -2.6990, -0.1717], [-3.8491, -1.9214, 0.7303], [-2.9036, -0.7725, -0.0319], [-1.8423, -0.0902, 0.8025], [5.6416, -1.7373, -1.7546], [3.7668, 0.2318, -3.3455], [4.6697, 0.9260, -1.7719], [3.2879, -0.7898, 0.7119], [0.7885, -0.9315, 2.0369], [1.1664, 0.9382, -3.3680], [-4.4406, -0.8678, -3.6978], [-6.0144, -2.9571, -2.3461], [-5.6750, -3.5285, 0.3464], [-3.6464, -2.1113, 1.8742], [-2.1734, 0.9004, 0.9965], [1.1724, 3.0505, 3.5405], [0.1968, 3.7544, 3.7486], [1.1317, 1.9687, 2.7419], [2.3755, 3.2936, 4.0911], [1.9244, 1.3769, 2.5584], [0.2447, 1.7500, 2.3075], [2.4495, 4.0988, 4.6990], [3.1903, 2.7256, 3.9316]],
  "lowdin_charge": [-0.090, -0.130, -0.133, -0.144, -0.028, -0.018, -0.177, -0.363, -0.017, 0.784, -0.382, -0.059, -0.071, -0.077, 0.001, -0.174, -0.062, 0.128, 0.131, 0.114, 0.099, 0.103, 0.106, 0.094, 0.086, 0.089, 0.091, 0.133, -0.721, 0.021, 0.155, 0.145, 0.074, 0.087, 0.111, 0.095]
}

***

(2)
{
  "formula": "C15H15N5O3",
  "method": "wB97M-V/def2-TZVPD",
  "total_charge": 0,
  "relative_energy_kcal_mol": 40.1,
  "smiles": "N#Cc1cc([N+](=O)[O-])ccc1-n1cc(C2(O)CCCCC2)nn1",
  "species": ["N", "O", "O", "C", "N", "N", "O", "C", "C", "C", "C", "C", "C", "C", "C", "N", "N", "C", "C", "C", "C", "C", "C", "H", "H", "H", "H", "H", "H", "H", "H", "H", "H", "H", "H", "H", "H", "H"],
  "coordinates": [[-4.2679, -1.5201, -2.1570], [-2.6096, -6.5112, 2.4478], [-4.1574, -6.3468, 0.9151], [-3.6131, -2.0256, -1.3413], [-1.2347, 1.2489, -0.5826], [-1.9334, 0.1884, -0.5271], [2.0492, 1.3747, 1.0502], [0.0626, -0.3997, 0.1455], [0.0444, 0.9132, -0.1363], [-1.0225, -2.8507, 1.2441], [-1.5031, -4.0789, 1.6905], [-3.3707, -3.8945, 0.1837], [-2.8669, -2.6664, -0.2921], [-1.7128, -2.1160, 0.2594], [-2.6262, -4.6721, 1.1115], [-1.1916, -0.8690, -0.1100], [-3.1698, -5.9521, 1.4915], [2.8401, 4.0972, -1.0389], [3.3131, 2.6268, -1.3089], [1.9772, 4.1997, 0.1719], [2.1235, 1.6119, -1.3026], [0.7743, 3.2522, 0.1103], [1.2549, 1.8049, -0.0636], [2.7901, 2.0330, 1.1399], [0.8973, -0.8913, 0.5687], [-0.0896, -2.4796, 1.6161], [-0.9330, -4.5759, 2.5122], [-4.3234, -4.2412, -0.2094], [2.2777, 4.4739, -1.9024], [3.7251, 4.7383, -0.9496], [3.7805, 2.6030, -2.3021], [4.1033, 2.3634, -0.5565], [1.6260, 5.2300, 0.2589], [2.5772, 4.0308, 1.0586], [1.5304, 1.8024, -2.1900], [2.5233, 0.6079, -1.3806], [0.0871, 3.5568, -0.6872], [0.2686, 3.3335, 1.0621]],
  "lowdin_charge": [0.178, 0.072, 0.099, -0.179, 0.114, 0.059, -0.012, 0.006, -0.189, 0.022, 0.024, 0.086, -0.142, -0.121, -0.128, -0.038, -0.348, -0.207, -0.162, -0.216, -0.110, -0.108, -0.480, 0.104, 0.125, 0.106, 0.142, 0.136, 0.117, 0.110, 0.105, 0.117, 0.116, 0.106, 0.125, 0.118, 0.128, 0.123]
}

***

(3)
{
  "formula": "C15H15NO2S",
  "method": "wB97M-V/def2-TZVPD",
  "total_charge": 0,
  "relative_energy_kcal_mol": 123.5,
  "smiles": "CCc1cccc2c1Sc1c(COO)cccc1N2",
  "species": ["C", "C", "C", "C", "C", "C", "C", "C", "S", "C", "C", "C", "O", "O", "C", "C", "C", "C", "N", "H", "H", "H", "H", "H", "H", "H", "H", "H", "H", "H", "H", "H", "H", "H"],
  "coordinates": [[4.0376, -0.9771, 0.2101], [3.1236, -0.8168, -1.1002], [2.3761, 0.5534, -0.9317], [3.0072, 1.7327, -1.5166], [2.3110, 3.0105, -1.3345], [1.0694, 3.0657, -0.5895], [0.4331, 1.8770, 0.0136], [1.1188, 0.6108, -0.1758], [0.4105, -0.9128, 0.5426], [-1.3256, -0.4168, 0.7831], [-2.3618, -1.4523, 0.9252], [-1.9567, -2.9800, 0.8929], [-1.6330, -3.3538, -0.4675], [-2.6780, -2.8594, -1.2317], [-3.7665, -1.1458, 1.1359], [-4.1146, 0.2871, 1.1948], [-3.1009, 1.3063, 1.0494], [-1.6721, 0.9910, 0.8395], [-0.7797, 2.1150, 0.7565], [4.9623, -0.3766, 0.0187], [3.4573, -0.4754, 1.0339], [4.2535, -2.0497, 0.4395], [2.3806, -1.6494, -1.1883], [3.7324, -0.8107, -2.0366], [3.9786, 1.6910, -2.0639], [2.7561, 3.9506, -1.7396], [0.5834, 4.0679, -0.4631], [-2.8453, -3.5954, 1.2183], [-1.0942, -3.1680, 1.5884], [-2.2978, -2.1969, -1.8436], [-4.5614, -1.9070, 1.2733], [-5.1562, 0.6217, 1.3845], [-3.4128, 2.3712, 1.1177], [-1.2347, 2.8921, 0.2649]],
  "lowdin_charge": [-0.094, -0.221, -0.235, -0.040, -0.081, -0.036, -0.219, -0.363, 0.994, -0.359, -0.199, -0.159, -0.174, -0.048, -0.029, -0.072, -0.029, -0.217, 0.058, 0.074, 0.071, 0.072, 0.081, 0.103, 0.109, 0.098, 0.105, 0.127, 0.126, 0.122, 0.109, 0.096, 0.103, 0.127]
}

***

(4)
{
  "formula": "C15H16AuBrCl2SSi",
  "method": "wB97M-V/def2-TZVPD",
  "total_charge": 0,
  "relative_energy_kcal_mol": 0.0,
  "species": ["Au", "Cl", "C", "C", "C", "C", "C", "Cl", "C", "S", "H", "H", "H", "Br", "C", "C", "C", "C", "C", "C", "H", "H", "H", "H", "C", "Si", "C", "C", "H", "H", "H", "H", "H", "H", "H", "H", "H"],
  "coordinates": [[1.2388, 0.1784, -0.8590], [0.7759, -0.0154, 2.3405], [-0.3226, 1.3111, 2.4973], [-0.5248, 1.8007, 3.7788], [-1.3838, 2.8646, 3.9838], [-2.0360, 3.4455, 2.9121], [-1.8254, 2.9528, 1.6352], [-2.6609, 3.7383, 0.3366], [-0.9718, 1.8690, 1.3901], [-0.7700, 1.3239, -0.2951], [-0.0006, 1.3392, 4.6032], [-1.5414, 3.2461, 4.9833], [-2.7055, 4.2822, 3.0504], [6.5997, -3.1747, -3.1777], [5.0880, -2.2277, -2.5227], [4.7022, -2.3867, -1.2041], [3.5946, -1.6898, -0.7375], [2.8563, -0.8303, -1.5567], [3.2850, -0.7012, -2.8820], [4.3887, -1.3886, -3.3715], [5.2573, -3.0449, -0.5492], [3.3092, -1.8277, 0.2991], [2.7512, -0.0479, -3.5612], [4.7009, -1.2718, -4.4006], [-1.6907, -1.7703, 0.6255], [-2.2202, -0.3419, -0.4354], [-3.8662, 0.3371, 0.1019], [-2.1590, -0.7274, -2.2525], [-2.3899, -2.5981, 0.4761], [-1.6972, -1.5135, 1.6853], [-0.6896, -2.1093, 0.3565], [-4.6251, -0.4476, 0.0513], [-4.1777, 1.1569, -0.5458], [-3.8385, 0.7027, 1.1304], [-2.8703, -1.5216, -2.4910], [-1.1629, -1.0616, -2.5476], [-2.4178, 0.1498, -2.8477]],
  "lowdin_charge": [0.580, 0.693, -0.651, -0.107, -0.065, -0.107, -0.675, 0.701, -0.589, 0.618, 0.106, 0.113, 0.107, 0.699, -0.708, -0.151, -0.162, -0.376, -0.162, -0.150, 0.094, 0.076, 0.078, 0.095, -0.212, 0.291, -0.201, -0.210, 0.039, 0.020, 0.021, 0.040, 0.025, 0.033, 0.039, 0.021, 0.038]
}

***

(5)
{
  "formula": "C15H16BCl17NO3P",
  "method": "wB97M-V/def2-TZVPD",
  "total_charge": 0,
  "relative_energy_kcal_mol": 0.0,
  "smiles": "C=C[PH](COc1ccccc1)(CC(=O)Cl)B(N)O.ClC(Cl)(Cl)Cl.ClC(Cl)(Cl)Cl.ClC(Cl)(Cl)Cl.ClC(Cl)(Cl)Cl",
  "species": ["C", "C", "P", "C", "O", "C", "C", "C", "C", "C", "C", "C", "C", "O", "Cl", "B", "N", "O", "H", "H", "H", "H", "H", "H", "H", "H", "H", "H", "H", "H", "H", "H", "H", "H", "C", "Cl", "Cl", "Cl", "Cl", "C", "Cl", "Cl", "Cl", "Cl", "C", "Cl", "Cl", "Cl", "Cl", "C", "Cl", "Cl", "Cl", "Cl"],
  "coordinates": [[2.3386, -3.3035, -0.1393], [2.8294, -2.2004, -0.9218], [1.8077, -0.5839, -0.8010], [0.4925, -1.3453, -1.9882], [-0.5019, -0.3909, -2.4493], [-1.5182, -0.1430, -1.4939], [-1.8432, -0.9770, -0.2361], [-3.0150, -0.5989, 0.7316], [-3.8848, 0.6604, 0.4460], [-3.5991, 1.5024, -0.8340], [-2.4474, 1.0961, -1.7751], [3.2868, 0.1365, 0.2602], [2.8860, 0.3557, 1.7858], [2.0755, 1.2212, 2.1758], [3.6415, -0.7134, 3.1047], [2.0003, 0.9293, -1.9681], [2.5501, 0.9046, -3.3646], [1.5310, 2.2174, -1.4492], [1.1811, -3.3964, -0.0869], [3.0058, -4.0287, 0.4289], [3.7848, -2.2959, -1.5381], [0.8862, -0.4795, 0.2894], [0.0470, -2.3364, -1.5873], [1.0879, -1.6624, -2.9317], [-1.2268, -1.9038, 0.0099], [-3.2434, -1.2206, 1.6547], [-4.7300, 0.9448, 1.1531], [-4.2238, 2.4255, -1.0795], [-2.2458, 1.7187, -2.7221], [4.1598, -0.6204, 0.2020], [3.7127, 1.1095, -0.2032], [3.2641, 1.6611, -3.4039], [1.7775, 1.2808, -3.9574], [0.5490, 2.1002, -1.3496], [-2.8336, 4.2658, 2.3790], [-2.4737, 5.4484, 1.1015], [-4.2004, 4.8482, 3.3566], [-3.2552, 2.7019, 1.6370], [-1.4061, 4.0639, 3.4179], [-2.3988, 1.7276, -5.9888], [-2.0399, 2.9005, -7.2739], [-3.7700, 2.3111, -5.0211], [-2.8113, 0.1604, -6.7152], [-0.9729, 1.5385, -4.9441], [-0.9610, -5.4942, 1.6571], [-0.6357, -6.1860, 3.2615], [0.4397, -4.5282, 1.1302], [-1.2461, -6.8052, 0.4929], [-2.3986, -4.4530, 1.7406], [2.9093, 1.0877, 6.7605], [2.5069, 1.6657, 5.1308], [4.0991, -0.2280, 6.6473], [3.5941, 2.4235, 7.7123], [1.4382, 0.4876, 7.5565]],
  "lowdin_charge": [-0.151, -0.234, 0.872, -0.342, -0.195, -0.191, -0.012, -0.039, -0.265, -0.130, -0.010, -0.282, -0.712, -0.067, 0.519, -0.591, 0.102, 0.027, -0.094, 0.071, 0.099, 0.068, 0.094, 0.120, 0.061, 0.084, 0.063, 0.098, 0.018, 0.078, 0.109, 0.085, 0.054, 0.100, -1.981, 0.511, 0.509, 0.642, 0.518, -2.003, 0.523, 0.535, 0.528, 0.564, -1.975, 0.524, 0.621, 0.528, 0.523, -2.018, 0.527, 0.496, 0.509, 0.510]
}

***

(6)
{
  "formula": "C15H16BN2O10SSi",
  "method": "wB97M-V/def2-TZVPD",
  "total_charge": -1,
  "species": ["C", "Si", "C", "C", "O", "C", "C", "C", "C", "C", "O", "C", "C", "N", "S", "N", "C", "H", "H", "H", "H", "H", "H", "H", "H", "H", "H", "H", "H", "H", "H", "H", "H", "B", "O", "C", "O", "C", "O", "O", "O", "C", "O", "C", "O", "O"],
  "coordinates": [[2.7389, -2.2512, 2.2782], [2.2081, -0.8851, 0.9962], [0.9671, 0.2368, 1.9150], [3.8625, 0.0384, 0.5511], [1.6458, -1.5877, -0.4798], [0.2502, -1.3199, -0.7591], [-0.6439, -2.4377, -0.0148], [-2.0139, -1.9024, 0.6087], [-2.4913, -2.6019, 1.9335], [-3.8326, -2.2604, 2.6862], [-4.1213, -3.0306, 3.8640], [-4.7789, -1.1697, 2.1259], [-4.2954, -0.4510, 0.7975], [-5.0559, 0.5897, 0.1330], [-4.1002, 0.9555, -1.2604], [-2.6964, -0.0508, -1.2068], [-2.9349, -0.7875, 0.0111], [3.1813, -1.7800, 3.2432], [1.8177, -2.8551, 2.6503], [3.4942, -2.9947, 1.8437], [0.4825, 0.9748, 1.1747], [0.1099, -0.3671, 2.3942], [1.5384, 0.8761, 2.6973], [3.8309, 0.2220, -0.5947], [3.9734, 1.0383, 1.0921], [4.7409, -0.6860, 0.7190], [0.1126, -1.5108, -1.8957], [-0.0853, -0.2410, -0.5893], [-0.9408, -3.2295, -0.8112], [-0.0905, -3.0259, 0.8022], [-1.8220, -3.4336, 2.3781], [-3.5486, -3.8368, 3.8158], [-5.7638, -0.9347, 2.6554], [1.0973, 3.1299, -2.7503], [2.3057, 3.9370, -2.9867], [3.1720, 3.1646, -3.6455], [4.2708, 3.5215, -3.9977], [2.5816, 1.8415, -3.8658], [3.1067, 0.9129, -4.4321], [1.3546, 1.8063, -3.3416], [0.8120, 3.0168, -1.3081], [-0.4039, 3.5285, -1.1121], [-0.9482, 3.5932, -0.0334], [-0.9579, 3.9872, -2.3799], [-2.0429, 4.4996, -2.5378], [-0.0865, 3.7604, -3.3633]],
  "lowdin_charge": [-0.218, 0.472, -0.181, -0.184, -0.256, -0.256, -0.131, -0.093, 0.027, -0.222, -0.039, 0.038, -0.261, -0.266, 0.921, -0.227, -0.249, 0.045, 0.027, 0.033, 0.041, 0.045, 0.059, 0.044, 0.037, 0.035, 0.138, 0.099, 0.129, 0.105, 0.103, 0.100, 0.103, -0.901, 0.237, -0.399, 0.142, -0.400, 0.143, 0.231, 0.228, -0.406, 0.134, -0.403, 0.136, 0.240]
}

***

Quick rundown of Kohn-Sham gap, same order as above: 7.91; 8.41; 8.32; 8.44; 8.16; 7.30 eV
Quick rundown of electronic energy, same order as above: -35181.716; -29387.092; -32214.064; -133309.001; -246283.804; -58662.987 eV